One molecule with the formula C14H15NO6S in a non-equilibrium geometry. Source: the Open Molecules 2025 dataset; level of theory: ωB97M-V/def2-TZVPD.

Positions of all 37 atoms, in Å:
O  -2.6678  0.3810  0.4041
O  1.7988  -4.5303  -0.8719
O  1.8688  -1.8568  2.5185
O  3.0290  -3.3726  0.7033
O  -0.8326  -0.4028  -0.7284
O  0.3984  1.2761  -1.9131
S  0.9472  1.0363  0.7454
C  -1.8188  0.5188  -0.4696
C  1.8725  -3.9431  0.1997
C  0.8173  -1.5170  2.0031
C  -1.7119  4.1290  -2.7503
C  -2.8743  3.7921  -2.0478
C  -0.6338  3.2889  -2.6847
C  -2.9296  2.6299  -1.2752
C  -0.6622  2.1176  -1.9244
C  -1.8317  1.7916  -1.2247
N  0.1282  -2.4296  1.2006
C  0.5719  -3.8251  1.0273
C  1.4601  -0.6811  -1.3671
C  0.9189  0.5037  3.3785
C  0.3909  0.2859  -0.8799
C  0.3668  -0.0759  2.1114
H  2.8168  -2.9208  1.5291
H  -1.6401  5.0229  -3.3831
H  -3.7542  4.4584  -2.0751
H  0.2548  3.5412  -3.2647
H  -3.8517  2.4442  -0.7247
H  -0.6449  -2.0579  0.6388
H  -0.2068  -4.4232  0.4839
H  0.7931  -4.2992  1.9692
H  2.4205  -0.2178  -1.3173
H  1.4763  -1.5726  -0.7528
H  1.2899  -0.9753  -2.4051
H  1.9962  0.5930  3.2890
H  0.6381  -0.1496  4.1918
H  0.5162  1.5215  3.5318
H  -0.7104  -0.0817  2.1341

Cartesian forces (eV/Å) of the 3 atoms listed first:
1.6364 -1.1862 -1.4075
1.0091 1.0844 1.7466
0.2659 -0.2088 0.7319

Computed properties:
ΔE to the lowest compared entry with this formula, charge and spin = 0.00 kJ/mol
SMILES = C[C@@H](S[C@@]1(C)OC(=O)c2ccccc2O1)C(=O)NCC(=O)O
HOMO energy = -9.36 eV

Atomic partial charges in e from the natural (NBO) method, atoms 1 to 2: atom 1 (O): -0.550, atom 2 (O): -0.572